Computed, not measured: a structure of composition C20H40P2SiSn in a non-equilibrium geometry, with wB97M-V/def2-TZVPD.

Geometry as ORCA input:
```
! wB97M-V def2-TZVPD RIJCOSX def2/J DEFGRID3
* xyz 0 1
P 0.10652 -1.49468 -3.99850
P 0.23231 1.81861 -3.89240
C -0.21380 -0.47721 -5.53798
C 0.43954 0.91011 -5.51676
H -1.31086 -0.41420 -5.64585
H 0.17417 -1.07530 -6.37523
H 1.52415 0.85924 -5.71213
H -0.01770 1.55991 -6.27734
C -1.41882 2.56643 -4.19223
H -1.69135 3.20390 -3.34199
H -2.18883 1.79416 -4.33205
H -1.33971 3.17663 -5.10369
C 1.35996 3.22842 -4.16169
H 1.00852 3.83049 -5.01190
H 2.37027 2.84507 -4.36445
H 1.37281 3.84101 -3.24969
C -1.02040 -2.89518 -4.31532
H -1.03594 -3.55258 -3.43661
H -0.68440 -3.45514 -5.19888
H -2.03349 -2.50291 -4.48608
C 1.76721 -2.15596 -4.38624
H 2.51024 -1.34529 -4.37956
H 1.74630 -2.63056 -5.37644
H 2.04286 -2.89694 -3.62470
Sn 1.95223 -0.51199 2.89935
C 0.14634 1.89894 -0.57456
C -1.18064 1.73574 -0.68658
C -1.83757 0.67046 -1.49403
C -2.18664 -0.64530 -0.74653
C -1.14075 -1.69037 -0.85213
C 0.14232 -1.55443 -1.26446
C 0.97745 -0.31863 -1.50818
C 1.15385 0.78168 -0.43654
C 0.81052 -2.37660 2.76493
H 0.52356 2.92099 -0.36828
H -1.87585 2.42596 -0.17906
H -1.18411 0.42022 -2.34419
H -2.78095 1.08862 -1.90102
H -2.46579 -0.42632 0.29792
H -3.10588 -1.05164 -1.19552
H -1.48302 -2.72043 -0.65336
H 0.74112 -2.48629 -1.29989
H 0.60123 0.21551 -2.41110
H 1.97909 -0.66178 -1.80478
H 1.18096 0.32863 0.58360
H 2.15061 1.22734 -0.60256
H 1.49770 -3.10757 3.20410
H 0.59029 -2.58867 1.71360
H -0.09998 -2.25172 3.36859
C -1.45711 1.19537 7.79923
Si 0.16038 0.26614 7.59335
C 1.45527 1.15946 8.62898
C -0.02487 -1.52242 8.15264
C 0.56732 0.17396 5.80315
C 0.88617 0.11904 4.60856
H -1.68277 1.40330 8.85560
H -2.28852 0.61427 7.37507
H -1.40726 2.15456 7.26419
H 1.19012 1.12765 9.69812
H 2.45242 0.71150 8.51915
H 1.54004 2.22073 8.34504
H -0.96941 -1.93713 7.77439
H 0.79076 -2.13371 7.74522
H -0.01816 -1.61310 9.24572
*
```

The calculation puts the gap between HOMO and LUMO at 6.7 eV. Its relative energy (zero: lowest compared OMol25 entry of this formula, charge and spin) is 0.000 eV.

These are the Löwdin partial charges, in e, on atoms 1 to 8: number 1, P, carries 0.872; number 2, P, carries 0.882; number 3, C, carries -0.415; number 4, C, carries -0.412; number 5, H, carries 0.074; number 6, H, carries 0.069; number 7, H, carries 0.074; number 8, H, carries 0.071


Computed, not measured: a structure of composition C20H41As3IMnNO4Se3 in a non-equilibrium geometry, with wB97M-V/def2-TZVPD.

Geometry as ORCA input:
```
! wB97M-V def2-TZVPD RIJCOSX def2/J DEFGRID3
* xyz 0 2
Mn 1.21798 1.84900 1.38553
C -0.73983 0.04818 3.62069
As -0.05277 -0.24819 1.81113
C 1.26751 -1.59125 2.30773
C -1.65007 -1.33227 1.34073
C -1.80596 -2.43656 0.26802
C -3.09651 -3.16784 0.67600
C -2.02048 -1.86474 -1.13368
As -0.95542 -0.32755 -1.71804
C 0.59827 -1.23331 -2.50589
C -1.92322 -0.12915 -3.39682
C -0.57655 -3.36734 0.31928
As -0.36089 -5.16696 -0.50639
C -2.13373 -5.81341 -1.03968
C 0.20602 -4.68404 -2.31960
H -0.85383 -0.91274 4.12130
H -1.70407 0.55438 3.59177
H -0.02746 0.66080 4.16910
H 0.79236 -2.39124 2.87191
H 1.99313 -1.07664 2.93561
H 1.77204 -2.00733 1.43808
H -2.43278 -0.58298 1.17907
H -1.84730 -1.79871 2.30694
H -3.87255 -2.44162 0.93019
H -2.93049 -3.80678 1.54814
H -3.47747 -3.78204 -0.13214
H -3.04960 -1.49858 -1.21608
H -1.90238 -2.65204 -1.88340
H 0.27093 -2.05738 -3.13956
H 1.27080 -1.60774 -1.73365
H 1.14020 -0.50699 -3.11251
H -2.22486 -1.11358 -3.75808
H -1.27508 0.35099 -4.12694
H -2.80244 0.49783 -3.25701
H -0.36125 -3.57264 1.36885
H 0.29252 -2.82073 -0.05931
H -2.75983 -6.00314 -0.17180
H -1.96175 -6.76316 -1.54729
H -2.64257 -5.13843 -1.72652
H 1.12666 -4.10269 -2.28010
H -0.55461 -4.12387 -2.86301
H 0.41039 -5.60858 -2.85931
C -0.60430 5.18471 2.44173
Se -0.57657 3.25031 2.50138
C -1.97699 2.91836 1.15561
C -1.59090 3.20810 -0.28156
Se 0.36898 2.71208 -0.60294
C 1.05223 4.55081 -0.58338
H -1.62914 5.49860 2.62163
H -0.24102 5.57905 1.49998
H 0.04575 5.50158 3.25215
H -2.84819 3.50605 1.44337
H -2.21064 1.86431 1.29624
H -1.65844 4.25442 -0.56909
H -2.13742 2.59861 -0.99324
H 0.28214 5.20605 -0.97700
H 1.93020 4.57565 -1.21994
H 1.33944 4.77886 0.43669
O 4.38547 2.84529 3.53724
Se 2.84654 2.82875 3.06079
O 2.65239 3.18888 1.41911
O 2.19265 1.26366 2.95418
O 1.84228 3.76640 3.93495
I -0.31736 3.08673 -3.32033
C 2.11503 1.84916 -1.26556
C 2.98432 2.15234 -2.28922
C 4.20633 1.50036 -2.29057
C 4.49750 0.58342 -1.28820
C 3.53597 0.32068 -0.33228
N 2.35131 0.93948 -0.33212
H 2.71471 2.86747 -3.05517
H 4.93065 1.71634 -3.06598
H 5.45142 0.07703 -1.24805
H 3.70261 -0.40245 0.45630
*
```

The calculation puts the gap between HOMO and LUMO (alpha / beta) at 6.5 / 6.3 eV. Its relative energy (zero: lowest compared OMol25 entry of this formula, charge and spin) is 3.109 eV. Its expectation value of S² is 0.948.

These are the Löwdin partial charges, in e, on atoms 1 to 8: number 1, Mn, carries -0.037; number 2, C, carries -0.295; number 3, As, carries 1.145; number 4, C, carries -0.273; number 5, C, carries -0.340; number 6, C, carries -0.650; number 7, C, carries -0.070; number 8, C, carries -0.362


Computed, not measured: the ion C20H41BF5NO10P3 with charge +1 in a non-equilibrium geometry, with wB97M-V/def2-TZVPD.

Geometry as ORCA input:
```
! wB97M-V def2-TZVPD RIJCOSX def2/J DEFGRID3
* xyz 1 1
C 8.25862 -0.32081 0.92562
O 6.88624 0.15471 0.93785
C 6.74973 1.16013 -0.11290
C 5.22253 1.57625 -0.27860
C 4.97666 2.77765 -1.29836
C 3.57788 3.54898 -1.05847
C 2.42474 2.50394 -1.39026
C 0.95265 2.94346 -0.94793
C 0.30067 1.95290 0.17682
C -0.36080 0.79133 -0.61063
N -1.00224 -0.48729 -0.15655
C 0.10642 -1.44495 0.10835
F 0.79112 -1.82121 -1.10657
F 1.24137 -0.84071 0.74063
C 0.01637 -2.87838 0.75405
F -1.13812 -3.40418 1.25755
F 0.90005 -2.93376 1.87500
F 0.53455 -3.94299 -0.03471
C -1.82825 -0.85637 -1.39130
P -1.31896 -0.96823 -3.18832
C 0.19968 0.06312 -3.74612
O -0.65352 -2.57006 -3.47391
C -2.55793 -2.31036 -1.24722
C -3.62904 -2.48100 -2.47827
O -4.70378 -3.31886 -1.92398
O -4.45339 -4.59834 -2.38229
O -3.31700 -2.39893 -0.06728
C -3.37525 -1.26614 0.80841
C -4.72763 -0.53369 0.26230
P -4.12794 -2.12459 2.32564
O -5.20770 -3.11055 1.81252
O -3.14897 -3.08652 3.28134
O -5.00322 -1.09889 3.36627
C -2.05588 -0.35108 0.96990
B -2.73352 1.15264 1.08683
C -3.25374 1.89760 2.41944
O -3.05172 1.98466 -0.08290
P -1.17061 -0.59149 2.68932
C 0.00139 0.85524 3.12904
O -2.22001 -0.44753 4.02566
H 8.54200 -0.84502 1.89047
H 8.99246 0.53953 0.76636
H 8.43546 -1.06766 0.07397
H 7.43841 2.02513 0.15737
H 7.17715 0.67331 -1.06384
H 4.83874 1.85006 0.75476
H 4.68900 0.64770 -0.69287
H 5.02732 2.32586 -2.35369
H 5.83635 3.52005 -1.24523
H 3.52717 4.36081 -1.86768
H 3.48705 3.98694 -0.01768
H 2.59726 1.45681 -0.95246
H 2.39367 2.34901 -2.52763
H 0.21987 3.09816 -1.80263
H 1.05841 3.96988 -0.44163
H 1.21254 1.69549 0.82378
H -0.31650 2.66255 0.80650
H -1.00542 1.30220 -1.41312
H 0.57618 0.51879 -1.22640
H -2.68438 -0.09584 -1.53140
H -0.06251 1.16636 -3.57266
H 1.14632 -0.21605 -3.18866
H 0.27763 -0.06086 -4.87599
H -0.41949 -2.59646 -4.42601
H -1.79779 -3.17192 -1.26356
H -4.09592 -1.49703 -2.78757
H -3.19644 -3.08876 -3.33446
H -3.78142 -4.99502 -1.78302
H -4.61760 0.04726 -0.69599
H -5.32243 -0.00930 1.08342
H -5.44473 -1.38432 -0.04245
H -3.27892 -2.86753 4.22664
H -5.85431 -1.53089 3.59768
H -2.50697 2.00161 3.26268
H -4.11396 1.25839 2.84693
H -3.70311 2.92345 2.25270
H -2.51426 2.80015 -0.05328
H -0.38430 1.87023 2.80620
H 1.05586 0.70968 2.74704
H 0.11275 0.92931 4.27212
H -1.64263 -0.43772 4.81528
*
```

As for the SMILES: COCCCCCCCC[N@+]1(C(F)(F)C(F)(F)F)[C@@H](P(C)O)[C@H](COO)O[C@@](C)(P(=O)(O)O)[C@@]1(B(C)O)P(C)O. The calculation puts the gap between HOMO and LUMO at 8.6 eV.

These are the Löwdin partial charges, in e, on atoms 1 to 8: number 1, C, carries -0.128; number 2, O, carries -0.235; number 3, C, carries -0.238; number 4, C, carries -0.182; number 5, C, carries -0.208; number 6, C, carries -0.188; number 7, C, carries -0.219; number 8, C, carries -0.168


The records above give, respectively, DFT total energy values of -1972.36325; -16502.44011; -3141.51899 Eh.